Entry 1:
This record from the OMol25 dataset describes one molecule with the formula C6H10O. The level of theory is the ωB97M-V functional and the def2-TZVPD basis.

Properties
Relative energy (zero: lowest compared OMol25 entry of this formula, charge and spin) (kJ/mol): 48.88
SMILES: C/C=C(/C)CC=O
Charge: 0
HOMO level (eV): -8.96
HOMO-LUMO gap (eV): 9.93
LUMO energy (eV): 1.0
Calculated total energy (hartree): -309.82376

Geometry as XYZ:
```
17
Properties=species:S:1:pos:R:3:nbo_charge:R:1
C -2.1626 -0.2171 0.3964 -0.6424
C -0.9684 0.6900 0.4547 -0.1642
C 0.2130 0.5297 -0.1455 0.0024
C 1.2959 1.5778 -0.0562 -0.6336
C 0.5866 -0.7364 -0.8912 -0.5503
C 1.1204 -1.7404 0.1210 0.4525
O 0.4273 -2.2530 0.9658 -0.5141
H -3.0610 0.3698 0.1717 0.2127
H -2.0656 -0.9951 -0.3655 0.2083
H -2.3300 -0.7223 1.3542 0.2293
H -1.1003 1.5925 1.0534 0.1934
H 1.2892 2.2166 -0.9492 0.2174
H 1.1599 2.2224 0.8172 0.2203
H 2.2947 1.1288 0.0044 0.2053
H 1.3445 -0.5377 -1.6576 0.2156
H -0.2814 -1.1917 -1.3795 0.2410
H 2.2064 -1.9668 0.0710 0.1065
```



Entry 2:
This record from the OMol25 dataset describes one molecule with the formula C6H10O. The level of theory is the ωB97M-V functional and the def2-TZVPD basis.

Properties
Relative energy (zero: lowest compared OMol25 entry of this formula, charge and spin) (kJ/mol): 3.75
SMILES: CC1=CCC[C@H]1O
Charge: 0
HOMO level (eV): -9.16
HOMO-LUMO gap (eV): 10.16
LUMO energy (eV): 1.0
Calculated total energy (hartree): -309.84094

Geometry as XYZ:
```
17
Properties=species:S:1:pos:R:3:nbo_charge:R:1
C -1.4217 -1.3331 1.0143 -0.6385
C -0.4982 -0.3004 0.4686 -0.0195
C 0.1128 0.6712 1.1394 -0.1808
C 0.9368 1.5708 0.2603 -0.4345
C 0.9249 0.8370 -1.0950 -0.4187
C -0.1737 -0.2394 -1.0015 0.0619
O 0.1967 -1.4877 -1.5672 -0.7095
H -1.0523 -2.3194 0.7162 0.2207
H -2.4418 -1.2330 0.6143 0.2205
H -1.4575 -1.2435 2.1040 0.2162
H 0.0149 0.8193 2.2102 0.2044
H 1.9431 1.7133 0.6695 0.2087
H 0.4969 2.5711 0.1662 0.2080
H 0.7875 1.5060 -1.9488 0.2143
H 1.8715 0.3120 -1.2392 0.2093
H -1.0791 0.0564 -1.5378 0.1769
H 0.8394 -1.9007 -0.9735 0.4607
```



Entry 3:
This record from the OMol25 dataset describes one molecule with the formula C6H10O at a distorted geometry. The level of theory is the ωB97M-V functional and the def2-TZVPD basis.

Properties
Relative energy (zero: lowest compared OMol25 entry of this formula, charge and spin) (kJ/mol): 186.10
SMILES: C[C@H]1C[C@H]1CC=O
Charge: 0
HOMO level (eV): -9.47
HOMO-LUMO gap (eV): 10.52
LUMO energy (eV): 1.1
Calculated total energy (hartree): -309.77149

Geometry as XYZ:
```
17
Properties=species:S:1:pos:R:3:nbo_charge:R:1
C -2.1110 -0.2349 0.0728 -0.6087
C -1.0377 0.7667 -0.2844 -0.2500
C -0.0976 1.2451 0.7512 -0.4142
C 0.3839 0.3246 -0.5532 -0.2102
C 0.9620 -1.0636 -0.3842 -0.5340
C 2.3995 -0.6191 0.0010 0.4613
O 2.9725 0.4099 -0.2450 -0.5099
H -3.0803 0.2520 0.2188 0.2168
H -1.8983 -0.8029 0.9892 0.2044
H -2.2063 -0.9497 -0.7462 0.2079
H -1.3401 1.5412 -0.9789 0.2123
H 0.1415 2.3114 0.8328 0.2208
H -0.2683 0.8561 1.7789 0.2100
H 0.9522 0.6901 -1.4465 0.2399
H 0.7931 -1.8078 -1.2131 0.2424
H 0.5959 -1.5888 0.5014 0.2157
H 2.8391 -1.3303 0.7055 0.0955
```



Entry 4:
This record from the OMol25 dataset describes C6H10O as an isolated structure. The level of theory is the ωB97M-V functional and the def2-TZVPD basis.

Properties
Relative energy (zero: lowest compared OMol25 entry of this formula, charge and spin) (kJ/mol): 431.97
Charge: 0
HOMO level (spin up / spin down) (eV): -8.61 / -8.61
HOMO-LUMO gap (spin up / spin down) (eV): 8.04 / 8.04
LUMO energy (spin up / spin down) (eV): -0.6 / -0.6
Calculated total energy (hartree): -309.67784

Geometry as XYZ:
```
17
Properties=species:S:1:pos:R:3:nbo_charge:R:1
C 0.7207 -1.5573 -1.0872 -0.6594
C -0.1078 -0.2844 -1.2907 0.2161
O -1.3776 -0.4021 -1.2014 -0.6279
C -1.7125 0.3669 0.9718 -0.2712
C -0.7394 1.2861 0.7591 -0.2012
C 1.0923 0.4983 1.1823 -0.1624
C 0.4873 0.9005 -0.0087 -0.3493
H 0.5256 -2.2612 -1.9055 0.2220
H 0.4209 -2.0528 -0.1571 0.2008
H 1.7973 -1.3500 -1.0529 0.1979
H 0.2699 0.3266 -2.1375 0.1415
H -2.6976 0.6734 1.3139 0.2133
H -1.5133 -0.6960 0.9733 0.2206
H -0.9086 2.3471 0.9366 0.2270
H 0.7017 -0.3221 1.7739 0.2034
H 2.0414 0.9048 1.5388 0.2008
H 0.9980 1.7392 -0.4845 0.2281
```